(1)
A cluster of 2 separate species, C5H14 in total, computed with ωB97M-V/def2-TZVPD.

Each line ends with the Mulliken charge.
Positions of all 19 atoms, in Å:
C (-1.6158, -1.1862, 0.2659)  -1.0924
C (-1.9015, -0.0461, -0.7275)  -0.1923
C (-1.1603, 0.0026, -2.0404)  -1.1756
H (-2.1508, -2.1457, 0.2450)  0.3409
H (-1.8513, -0.8621, 1.2816)  0.3023
H (-0.5686, -1.4897, 0.2367)  0.2178
H (-2.9892, 0.0683, -0.9009)  0.3285
H (-1.8928, 0.8477, -0.0943)  0.2994
H (-0.4468, -0.8096, -2.1542)  0.3332
H (-1.8323, -0.3112, -2.8540)  0.3236
H (-0.7542, 0.9195, -2.4578)  0.3161
C (2.6408, 0.0078, 0.9168)  -0.7121
C (1.8522, 1.2158, 1.5253)  -0.6802
H (3.0327, -0.7716, 1.5792)  0.3005
H (1.9556, -0.5161, 0.2497)  0.1391
H (3.4676, 0.3786, 0.3148)  0.2714
H (0.8275, 1.3239, 1.1850)  0.1375
H (2.3839, 2.1154, 1.2536)  0.2980
H (1.8130, 1.0561, 2.6051)  0.2443

Output
E_tot = -5411.1313 eV
orbital gap = 11.8028 eV
LUMO = 1.1378 eV
structure (SMILES) = CCC.CC
2S+1 = 1

(2)
A cluster of 2 separate species, C5H14 in total, computed with ωB97M-V/def2-TZVPD.

Each line ends with the Mulliken charge.
Positions of all 19 atoms, in Å:
C (-1.4570, 0.8180, -1.4344)  -1.1646
C (-1.6735, 0.8850, 0.0817)  -0.0010
C (-2.1762, -0.4182, 0.6965)  -1.2225
H (-2.2910, 1.2928, -1.9527)  0.3704
H (-1.3853, -0.1982, -1.8042)  0.3141
H (-0.5651, 1.3696, -1.7147)  0.2668
H (-0.7411, 1.1433, 0.5781)  0.1187
H (-2.3934, 1.6598, 0.3222)  0.3370
H (-1.5092, -1.2448, 0.4594)  0.2899
H (-2.2352, -0.3408, 1.7795)  0.3229
H (-3.1677, -0.7024, 0.3534)  0.3628
C (3.1648, -0.7741, 0.4464)  -0.9419
C (1.7332, -0.2354, 0.1997)  -0.6072
H (3.4766, -0.5358, 1.4597)  0.2694
H (3.1733, -1.8656, 0.4369)  0.2640
H (3.8902, -0.3519, -0.2448)  0.2768
H (1.4468, 0.4044, 1.0183)  0.2871
H (1.0791, -1.0980, 0.1162)  0.2038
H (1.6309, 0.1923, -0.7972)  0.2534

Output
E_tot = -5411.7352 eV
orbital gap = 12.4679 eV
LUMO = 1.1377 eV
structure (SMILES) = CCC.CC
2S+1 = 1